244
Properties=species:S:1:pos:R:3:forces:R:3 method="wB97M-V/def2-TZVPD" e_tot_ha=-4946.781210 e_lumo_ev=-0.07 multiplicity=1 gap_ev=7.810
C 24.9023 19.7198 12.9454 4.397 1.243 -0.644
O 25.7992 20.4768 13.3389 -0.068 -0.676 0.572
N 25.1312 18.5206 12.4182 2.608 -2.667 0.331
N 23.7258 20.0668 12.6825 -6.671 2.264 0.234
H 26.1172 18.3173 12.4983 -0.301 -0.865 -0.295
H 24.4488 17.9065 11.9973 0.415 0.313 0.065
H 23.0852 19.3551 12.3613 0.025 0.644 -0.207
H 23.4362 21.0337 12.6446 -0.056 0.015 0.373
C 24.1141 23.1827 18.4672 1.890 0.493 -0.290
O 24.6825 23.1995 17.3762 -0.248 -0.667 -0.804
N 23.8489 24.2858 19.1296 -0.965 3.649 0.801
N 23.8829 22.1755 19.2701 -0.440 -2.535 -0.231
H 24.1162 25.1777 18.7381 -0.169 -0.252 0.282
H 23.5356 24.1784 20.0837 0.043 0.709 -0.095
H 23.4765 22.3890 20.1698 -0.002 -0.750 0.207
H 24.1140 21.2434 18.9573 -0.202 -0.469 0.622
C 17.3345 20.4756 20.4679 0.114 -0.048 0.905
O 18.1350 21.3642 20.4985 2.471 2.594 -0.440
N 16.9514 19.8049 19.4324 -0.535 -1.408 -4.053
N 16.7401 20.0242 21.5297 -1.948 -1.314 3.440
H 17.3281 20.0795 18.5364 -0.080 -0.211 -0.318
H 16.2719 19.0630 19.5228 0.290 0.187 -0.543
H 16.0536 19.3136 21.3206 0.059 0.118 1.271
H 16.9674 20.3362 22.4630 -0.271 -0.112 -0.332
C 23.6786 23.4969 13.5190 1.027 -0.957 2.557
O 22.7953 23.1337 12.8019 -2.375 -1.739 -2.939
N 23.9062 22.9365 14.7023 -0.114 -0.478 0.885
N 24.5080 24.4524 13.2235 1.899 2.877 -1.158
H 24.5707 23.3439 15.3446 -0.209 -0.709 0.354
H 23.4501 22.0517 14.8730 0.301 0.429 0.320
H 25.1667 24.7770 13.9169 -0.005 0.049 -0.575
H 24.4213 24.8755 12.3105 0.164 0.161 0.432
C 21.3613 22.3577 21.5671 1.480 1.585 0.168
O 22.4949 22.7629 21.8826 0.093 -0.225 -0.338
N 20.4030 23.1324 21.1364 -1.666 3.045 -0.673
N 20.9408 21.1343 21.5343 0.797 -4.514 0.501
H 19.5234 22.6817 20.9281 -0.220 0.695 -0.267
H 20.5736 24.1265 21.0842 -0.394 -0.282 0.048
H 21.6199 20.4201 21.7552 -0.536 -0.019 0.368
H 19.9663 20.8731 21.4886 0.206 0.227 -0.148
C 19.4875 16.6949 23.6664 -0.010 1.017 0.364
O 20.0087 16.9552 24.7312 0.649 -0.044 1.230
N 19.3678 15.5270 23.0930 0.691 -4.700 -0.125
N 18.9202 17.5780 22.8678 -0.907 2.772 -0.782
H 18.9463 15.3989 22.1841 -0.044 0.184 0.097
H 19.7151 14.7011 23.5593 0.002 0.316 -0.012
H 18.5007 17.2068 22.0273 -0.146 0.873 -0.154
H 18.9213 18.5458 23.1565 -0.065 -0.255 -0.382
C 17.9946 15.4231 19.5638 0.913 1.631 0.790
O 18.1278 16.0549 20.6096 0.262 1.166 1.050
N 17.1728 14.4449 19.4912 -2.493 -2.815 0.258
N 18.6344 15.7038 18.4592 1.549 1.172 -0.903
H 16.4892 14.4470 20.2347 0.015 -0.761 -0.359
H 17.2139 13.8657 18.6648 -1.071 -0.452 0.066
H 19.3487 16.4035 18.6016 0.268 0.022 -0.809
H 18.5341 15.1517 17.6194 0.501 0.202 -0.117
C 26.5065 20.1483 17.7632 1.511 -0.088 -0.187
C 25.1601 19.6075 17.5131 -1.299 -2.761 0.096
C 25.1296 18.2117 16.7174 -0.176 1.263 -1.839
O 23.7872 17.8977 16.2663 -0.336 0.926 1.125
C 23.6750 16.9150 15.2885 0.359 -0.564 -0.927
N 24.4691 19.3727 18.7966 -0.512 0.625 -0.687
H 26.5255 20.6913 18.7081 -0.050 0.315 -0.198
H 26.7876 20.7761 16.9176 0.261 0.158 0.256
H 27.2537 19.3600 17.8555 0.139 -0.153 0.009
H 24.6470 20.3756 16.9344 -0.555 -0.305 -0.116
H 25.5398 17.3110 17.1739 0.165 0.293 0.864
H 25.7122 18.3475 15.8062 0.323 0.152 -0.247
H 24.1226 17.2041 14.3376 0.693 0.185 0.077
H 22.6560 16.7223 14.9528 -0.505 0.329 0.787
H 24.0743 15.9490 15.5978 0.214 -0.098 0.193
H 23.6032 18.9332 18.5189 -0.320 -0.231 0.364
H 24.9834 18.6830 19.3257 0.222 -0.126 0.134
C 21.3565 20.6460 15.6265 -0.561 -0.246 -0.690
C 20.8921 19.3466 16.2422 -1.283 -0.592 0.775
C 20.9996 19.3805 17.7375 2.690 0.786 0.314
O 20.7574 18.1233 18.3358 -0.419 0.027 1.625
C 20.9590 18.2052 19.7825 -1.066 -0.065 -0.204
N 19.4391 19.0904 16.0473 0.422 -0.579 -1.508
H 21.2186 20.6609 14.5454 -0.015 -0.374 -0.222
H 22.4211 20.8207 15.7820 -0.187 0.065 0.510
H 20.6902 21.4456 15.9503 0.432 0.164 0.358
H 21.4662 18.4817 15.9098 -0.048 0.066 -0.353
H 20.4304 20.2438 18.0824 -0.701 -0.280 0.559
H 22.0285 19.6045 18.0188 0.231 0.485 -0.070
H 20.4423 17.3727 20.2601 0.133 -0.273 -0.240
H 20.4802 19.0820 20.2186 -0.190 0.227 -0.463
H 21.9784 18.2425 20.1665 0.472 -0.156 -0.714
H 18.8854 19.8490 16.4190 -0.077 0.466 0.151
H 19.2510 18.2892 16.6328 -0.315 -0.209 0.056
C 16.6027 21.2557 14.8233 -1.282 0.285 0.448
C 16.4727 21.8372 16.2966 0.760 0.559 -2.365
C 15.1959 21.5035 17.0901 -0.403 -0.088 -0.307
O 14.1229 22.4174 16.6847 1.050 -1.389 0.453
C 13.0525 22.5597 17.6223 0.837 1.146 -0.493
N 17.7456 21.6801 16.9890 -0.737 -1.758 1.619
H 17.6016 21.3097 14.3903 0.029 0.444 0.322
H 15.8955 21.8492 14.2440 0.294 0.303 -0.351
H 16.2472 20.2556 14.5754 0.058 -0.457 0.840
H 16.4691 22.9092 16.0994 -0.965 0.268 -0.054
H 15.4050 21.4559 18.1588 0.015 1.304 0.453
H 14.8758 20.4634 17.0279 -0.217 -0.315 -1.033
H 12.2865 21.7851 17.6594 0.492 -0.446 0.074
H 12.5650 23.4750 17.2868 -0.210 0.014 0.086
H 13.5184 22.7958 18.5790 -0.403 -0.338 0.428
H 18.4878 22.2511 16.6104 -0.065 0.215 -0.418
H 17.5713 22.0496 17.9127 0.440 0.175 0.466
C 23.2001 17.7421 23.4867 0.354 0.987 2.226
C 23.0644 19.2011 24.0504 -0.079 -0.091 -0.604
C 23.8530 20.2562 23.2415 -1.226 -0.544 0.558
O 25.2166 19.8821 23.1388 -0.768 0.827 -0.886
C 25.7647 20.7565 22.1548 1.652 -0.775 0.035
N 21.6001 19.5518 24.1999 1.518 0.242 -0.520
H 22.5698 17.1924 24.1858 -0.812 -0.437 -0.818
H 24.1498 17.3380 23.8371 0.530 0.256 -0.750
H 23.0438 17.5896 22.4188 -0.261 0.082 0.240
H 23.5609 19.2599 25.0190 -0.036 -0.573 0.338
H 23.7692 21.2486 23.6845 0.026 0.129 0.428
H 23.3594 20.4252 22.2845 0.463 -0.406 -0.542
H 25.7128 21.8145 22.4118 -0.529 0.062 0.051
H 25.4135 20.5426 21.1454 -0.632 0.188 0.053
H 26.8294 20.5302 22.0967 0.192 -0.068 0.200
H 21.0937 18.7677 24.5859 0.010 -0.463 0.065
H 21.5464 20.2807 24.8970 -0.146 0.294 -0.005
C 10.2579 20.0184 16.9791 -0.150 1.235 0.895
O 10.6562 20.0000 18.3669 -0.239 -2.978 0.374
C 10.3694 18.7192 19.0744 0.444 -0.596 -1.348
C 11.0298 17.4075 18.4352 -0.898 2.076 0.528
N 12.4620 17.5601 18.4087 -0.309 -1.490 0.843
C 12.9753 16.3236 17.7974 1.473 1.598 -0.211
C 14.4738 16.3962 17.6370 1.047 1.105 -0.194
O 14.8645 17.7138 17.1454 0.697 -1.187 -0.927
C 16.2257 17.6864 16.6498 -0.331 0.805 0.122
H 10.8532 19.4825 16.2398 0.653 -0.085 0.406
H 10.3317 21.1002 16.8682 -0.096 -0.108 -1.052
H 9.2311 19.7233 16.7632 -0.294 -0.106 0.580
H 9.2900 18.5846 19.1434 -0.172 0.057 -0.247
H 10.7338 18.7681 20.1005 0.270 0.524 -0.207
H 10.6850 17.1934 17.4236 -0.568 0.281 -0.372
H 10.7254 16.5237 18.9959 0.064 0.146 0.459
H 12.6506 18.3987 17.8785 0.576 -0.161 -0.289
H 12.5506 16.2277 16.7982 -0.250 -0.486 -0.190
H 12.8250 15.4305 18.4039 -0.682 0.154 0.105
H 14.8049 15.5914 16.9807 0.052 0.048 -0.537
H 15.0660 16.2338 18.5377 -0.359 -0.027 0.557
H 16.4305 16.9527 15.8701 -0.282 -0.785 0.364
H 16.9270 17.6417 17.4830 0.125 -0.527 0.030
H 16.4994 18.5886 16.1028 -0.635 0.554 0.317
C 20.7666 12.9294 20.7941 0.134 -0.869 1.425
O 22.0464 13.0293 20.2678 0.564 0.520 -1.179
C 22.0506 13.5215 18.9293 1.068 0.407 -0.322
C 22.3844 15.0009 18.7776 0.210 0.922 -1.049
N 23.7872 15.3372 18.4046 -0.104 -1.665 0.355
C 24.7661 14.9171 19.4049 -0.463 1.407 0.788
C 24.8880 16.1096 20.4125 1.039 -0.995 1.199
O 25.7663 17.1049 19.9234 -0.854 0.315 -1.044
C 27.1161 16.8944 20.2089 0.253 -0.057 -0.441
H 20.2466 12.0819 20.3474 -0.609 0.352 -0.489
H 20.2234 13.8710 20.8736 -0.225 0.063 -0.563
H 20.9130 12.5959 21.8215 0.005 0.104 0.243
H 21.1149 13.3791 18.3885 -0.367 -0.366 0.434
H 22.8174 13.0161 18.3423 0.066 -0.494 0.180
H 21.9708 15.5529 19.6216 0.095 0.195 0.332
H 21.8206 15.2942 17.8921 -0.210 0.397 0.070
H 23.9842 16.3174 18.2613 -0.847 0.257 -0.353
H 25.7383 14.7685 18.9349 0.088 -0.022 0.005
H 24.4615 13.9753 19.8614 0.000 0.129 0.174
H 25.2858 15.8834 21.4018 0.168 -0.850 0.201
H 23.9442 16.5663 20.7104 -0.306 0.083 -0.828
H 27.6932 17.5728 19.5806 -0.063 0.585 0.504
H 27.4912 15.9393 19.8413 -0.246 -0.565 0.439
H 27.2359 17.0296 21.2838 0.639 -0.052 -0.011
C 22.4780 18.5841 9.2188 -0.044 -0.220 -0.717
O 22.5700 19.3559 10.3713 0.572 -0.284 0.151
C 21.8770 20.6086 10.3454 -1.445 -1.683 1.025
C 20.7329 20.4674 11.3910 -0.538 1.028 -0.244
N 19.4990 19.7892 10.9187 0.138 0.267 0.538
C 18.6407 19.2716 11.9973 1.796 -2.147 1.275
C 19.2851 17.9343 12.6371 -1.294 1.340 -1.419
O 19.4501 16.9600 11.6290 0.866 -0.536 0.499
C 18.2991 16.2617 11.1792 0.949 0.464 0.731
H 21.4558 18.2535 9.0344 -0.207 -0.082 -0.100
H 23.1066 17.6963 9.2888 0.015 0.026 0.389
H 22.8356 19.1202 8.3396 -0.041 0.226 -0.173
H 21.4209 20.6971 9.3594 0.216 0.729 -0.089
H 22.5812 21.3769 10.6646 -0.235 0.222 -0.418
H 20.4204 21.4662 11.6954 0.000 0.288 -0.066
H 21.1450 20.0560 12.3124 0.120 -0.438 0.029
H 19.7462 18.9646 10.3905 0.198 -0.149 -0.202
H 17.6485 18.9851 11.6488 -0.012 0.333 -0.208
H 18.5577 19.8205 12.9354 -0.080 1.128 -0.547
H 18.5965 17.6289 13.4249 0.012 -0.332 0.160
H 20.2656 18.1362 13.0685 -0.028 0.007 -0.028
H 17.5935 16.1353 12.0003 -0.458 0.335 -0.058
H 18.6541 15.2525 10.9701 -0.198 0.095 -0.701
H 17.9283 16.8451 10.3365 -0.643 -0.652 -0.141
C 14.5266 9.7563 20.1120 0.755 -0.498 -0.203
O 15.5368 9.8602 19.0562 -1.943 0.177 1.613
C 15.5797 11.2201 18.7000 -1.079 -0.123 -0.538
C 16.4710 11.2823 17.5137 0.938 0.086 1.910
N 16.6809 12.6571 17.0816 1.199 -1.251 -0.788
C 17.8448 12.4970 16.1776 -0.550 1.973 -1.367
C 18.0853 13.8303 15.3934 1.291 -1.298 0.696
O 19.2166 14.4614 15.9872 -0.015 -0.144 -0.142
C 19.7044 15.5743 15.2536 -0.580 0.475 0.182
H 14.3708 8.7295 20.4430 0.331 -0.141 -0.475
H 13.5589 10.1418 19.7910 0.057 0.161 -0.193
H 14.8647 10.2903 21.0001 0.027 0.309 -0.018
H 15.8327 11.8711 19.5369 0.878 -0.066 0.148
H 14.6142 11.6428 18.4219 -0.778 -0.413 -0.157
H 16.2110 10.5678 16.7327 -0.363 0.119 -0.109
H 17.3958 10.9172 17.9604 0.503 -0.038 -0.496
H 15.9272 12.8282 16.4313 -0.408 0.556 0.072
H 17.5859 11.7374 15.4400 0.187 -0.253 -0.154
H 18.7636 12.1781 16.6698 -0.184 0.230 0.280
H 17.2179 14.4892 15.4342 -0.206 0.058 -0.151
H 18.3521 13.5531 14.3735 -0.217 0.292 -0.310
H 20.5074 16.0375 15.8270 0.118 -0.220 -0.095
H 18.9194 16.3239 15.1542 -0.169 0.204 0.063
H 20.0049 15.3338 14.2338 0.282 -0.334 0.003
C 17.9925 25.4838 9.2476 1.088 0.299 -0.930
O 18.8365 24.3494 9.3464 -0.059 -0.492 0.770
C 19.8645 24.4558 10.3281 0.180 -0.757 0.720
C 19.3453 24.1504 11.7511 0.892 0.004 0.282
N 20.3449 24.2503 12.8540 -1.924 2.186 -0.754
C 19.6982 23.8080 14.0697 -0.247 0.315 0.329
C 20.4547 24.0595 15.3384 2.574 -1.383 -0.326
O 19.8579 23.4772 16.5020 -0.367 0.930 -1.020
C 20.7346 23.3809 17.5931 0.064 -0.352 0.662
H 17.1552 25.2817 8.5797 -0.132 -0.455 0.400
H 18.5992 26.1886 8.6791 -0.148 0.814 0.228
H 17.6726 25.9172 10.1952 -0.051 -0.162 0.047
H 20.4357 25.3832 10.2858 -0.404 0.554 -0.002
H 20.6225 23.7037 10.1093 -0.146 -0.275 -0.371
H 18.9693 23.1282 11.7926 -0.368 -0.320 -0.527
H 18.4812 24.7879 11.9382 0.060 0.214 0.330
H 21.2865 23.9565 12.6365 -0.217 -0.548 0.270
H 19.4983 22.7458 13.9292 -0.576 -0.398 0.656
H 18.8119 24.3870 14.3292 -0.877 -0.221 -1.192
H 20.7807 25.0950 15.4365 -0.581 0.299 0.343
H 21.3811 23.5233 15.1324 0.617 -0.077 0.589
H 20.2159 22.8635 18.4001 -0.210 -0.084 -0.059
H 21.0380 24.3403 18.0121 0.133 0.236 -0.318
H 21.6031 22.7700 17.3468 0.280 0.210 -0.077